1 | DFT (the ωB97M-V functional and the def2-TZVPD basis) results for an isolated ion of composition C6H11N2S and charge +1.

Cartesian coordinates (Å):
H (0.5150, 0.5475, -3.3564)
N (0.6745, 0.3438, -2.4300)
N (-0.3851, 0.2769, -1.7320)
C (-1.8036, 0.2856, -2.2509)
C (-0.1022, -0.1129, -0.4408)
C (1.1250, -0.2078, 0.2088)
C (1.0477, -0.4999, 1.6448)
C (1.8129, 0.5469, 2.5289)
S (-0.6989, -0.3569, 2.1763)
C (-1.2923, -0.4009, 0.4799)
H (-2.5802, 0.6912, -1.6416)
H (-2.1032, -0.8113, -2.4175)
H (-1.6761, 0.6647, -3.2810)
H (2.1294, -0.2848, -0.2303)
H (1.4000, -1.5158, 1.8347)
H (1.3372, 1.4880, 2.2766)
H (2.8296, 0.4211, 2.2892)
H (1.5794, 0.2086, 3.5886)
H (-2.2181, 0.1397, 0.4728)
H (-1.5909, -1.4237, 0.2799)

Summary:
LUMO level ... -6.327 eV
Net charge ... +1
SMILES string ... [H]/N=[N+](\C)C1=C[C@@H](C)SC1
Frontier orbital gap ... 5.97 eV

2 | DFT (the ωB97M-V functional and the def2-TZVPD basis) results for C6H11N2S as an isolated structure.

Cartesian coordinates (Å):
C (-1.1902, -1.1306, -3.0002)
C (-0.2217, -0.4150, -3.6754)
C (0.7317, -0.9798, 0.9217)
C (-1.1516, 0.7059, 0.9632)
C (1.1794, 1.4366, 0.2911)
C (0.2032, 0.3347, 0.4573)
N (-1.1665, -0.9386, -1.6832)
N (-0.2652, -0.1371, -1.3342)
S (0.6788, 0.4808, -2.5645)
H (-1.9179, -1.7910, -3.4314)
H (-0.0254, -0.3884, -4.7292)
H (1.6467, -1.2610, 0.4046)
H (0.9604, -0.9054, 1.9852)
H (-0.0098, -1.7670, 0.8047)
H (-1.5149, 1.6179, 0.5005)
H (-1.8682, -0.0939, 0.7989)
H (-1.0918, 0.8757, 2.0389)
H (0.7528, 2.2997, -0.2129)
H (1.4563, 1.7607, 1.2966)
H (2.0927, 1.1189, -0.2051)

Summary:
LUMO level ... -4.450 eV
Net charge ... +1
Frontier orbital gap ... 10.58 eV

Pick 2: it beats the second-best structure by 205.2 kJ/mol.